{"formula": "C27H22CdNO2S4", "method": "the ωB97M-V functional and the def2-TZVPD basis", "species": ["Cd", "S", "C", "C", "C", "C", "C", "C", "S", "C", "C", "C", "C", "C", "C", "C", "S", "C", "C", "C", "C", "C", "C", "S", "N", "H", "H", "H", "H", "H", "H", "H", "H", "H", "H", "H", "H", "H", "H", "H", "C", "C", "O", "C", "C", "C", "C", "C", "C", "O", "H", "H", "H", "H", "H", "H", "H"], "positions_angstrom": [[-0.127, 0.100, 0.121], [0.975, 1.888, -1.375], [2.392, 2.368, -0.457], [3.000, 3.586, -0.821], [4.124, 4.079, -0.194], [4.706, 3.382, 0.861], [4.127, 2.191, 1.254], [3.003, 1.670, 0.607], [2.412, 0.118, 1.246], [3.439, -1.079, 0.356], [2.834, -1.876, -0.783], [3.481, -3.047, -1.183], [2.950, -3.773, -2.228], [1.809, -3.303, -2.863], [1.241, -2.122, -2.410], [0.073, -1.513, -3.143], [-1.341, -0.967, -2.170], [-1.972, -2.515, -1.573], [-2.861, -3.184, -2.415], [-3.411, -4.404, -2.068], [-3.071, -4.949, -0.832], [-2.211, -4.284, 0.015], [-1.619, -3.048, -0.313], [-0.537, -2.343, 0.872], [1.737, -1.445, -1.375], [2.546, 4.146, -1.628], [4.544, 5.022, -0.524], [5.580, 3.765, 1.373], [4.541, 1.634, 2.085], [3.805, -1.788, 1.102], [4.315, -0.542, -0.014], [4.372, -3.379, -0.664], [3.415, -4.697, -2.548], [1.360, -3.841, -3.687], [-0.271, -2.201, -3.917], [0.424, -0.603, -3.639], [-3.116, -2.720, -3.360], [-4.094, -4.912, -2.737], [-3.489, -5.900, -0.522], [-1.966, -4.713, 0.979], [-4.517, 1.815, 0.416], [-3.098, 1.555, 0.897], [-2.486, 0.658, 0.317], [-2.561, 2.341, 2.001], [-3.426, 3.236, 2.670], [-3.038, 3.997, 3.741], [-1.706, 3.877, 4.187], [-0.830, 3.032, 3.573], [-1.199, 2.215, 2.447], [-0.310, 1.469, 1.935], [-4.676, 1.220, -0.479], [-4.687, 2.869, 0.198], [-5.242, 1.513, 1.175], [-4.449, 3.324, 2.328], [-3.730, 4.670, 4.229], [-1.364, 4.466, 5.032], [0.197, 2.940, 3.904]], "forces_ev_per_angstrom": [[-0.123, 0.041, 0.103], [0.079, 0.012, 0.186], [-0.159, -0.088, -0.028], [0.029, 0.052, -0.055], [0.010, -0.013, 0.006], [-0.044, -0.013, -0.017], [0.029, 0.022, -0.005], [-0.011, -0.004, -0.085], [-0.051, -0.005, 0.028], [0.159, -0.130, -0.042], [-0.034, 0.009, 0.084], [-0.028, 0.014, 0.039], [-0.012, -0.040, -0.034], [-0.014, -0.021, 0.052], [-0.080, 0.039, 0.027], [0.219, -0.036, -0.213], [-0.127, 0.032, 0.054], [0.080, -0.050, 0.091], [-0.010, -0.018, -0.027], [0.033, 0.028, 0.047], [-0.010, 0.003, -0.026], [0.011, -0.072, 0.027], [0.080, 0.131, 0.062], [-0.139, 0.047, -0.138], [0.102, 0.083, -0.106], [-0.004, -0.012, 0.000], [0.003, 0.000, 0.009], [-0.004, 0.003, 0.003], [-0.003, -0.001, -0.002], [-0.022, 0.017, 0.014], [-0.028, 0.038, -0.004], [-0.004, -0.003, -0.005], [-0.002, 0.003, -0.001], [0.012, -0.006, -0.002], [-0.042, 0.010, 0.019], [-0.022, 0.022, 0.060], [0.000, -0.006, 0.000], [-0.005, 0.002, 0.001], [-0.004, 0.002, -0.005], [0.005, 0.011, -0.003], [-0.069, -0.007, 0.033], [0.103, 0.006, 0.129], [0.104, 0.047, -0.144], [-0.137, -0.047, -0.088], [-0.028, 0.055, 0.034], [0.085, -0.058, -0.038], [0.024, 0.041, 0.060], [-0.009, -0.028, -0.067], [0.071, 0.038, -0.001], [-0.016, -0.150, -0.003], [0.007, 0.003, -0.002], [0.024, -0.001, -0.027], [0.016, -0.004, 0.004], [0.000, -0.012, -0.009], [-0.013, -0.005, -0.004], [-0.027, 0.009, -0.003], [-0.005, 0.009, 0.013]], "total_charge": -1, "spin_multiplicity": 1, "e_above_lowest_ev": 0.310, "homo_lumo_gap_ev": 7.060}